Density functional theory data (ωB97M-V with the def2-TZVPD basis set) for the molecule C4H13NO2Si in a non-equilibrium geometry.

```
21
Properties=species:S:1:pos:R:3:forces:R:3:nbo_charge:R:1
C 1.80298 1.61259 -1.27318 -1.2 -1.7 0.9 -0.243
O 1.46239 0.77929 -0.13097 -0.3 -0.4 1.2 -0.608
C 0.40614 -0.26409 -0.22052 1.1 1.3 -0.3 0.019
O 0.60428 -1.34961 0.65493 -0.1 0.8 0.8 -0.566
C 1.90247 -1.52607 1.19647 -2.4 -1.7 3.1 -0.240
Si -1.29983 0.52766 0.10690 -0.9 -0.8 -1.8 1.499
C -2.62310 -0.58684 -0.92175 1.8 0.5 -0.2 -1.088
N -1.59860 0.61338 1.79140 -0.1 -1.0 1.0 -1.328
H 1.03569 1.40929 -2.02570 0.3 0.4 -0.4 0.174
H 2.79309 1.28635 -1.59261 0.0 0.4 -0.3 0.183
H 1.75273 2.64984 -0.94402 0.2 -0.1 -0.2 0.194
H 0.57193 -0.66351 -1.20221 -0.4 -0.2 -1.1 0.151
H 1.92657 -2.59124 1.49384 0.5 0.3 -0.8 0.184
H 2.06337 -1.03028 2.16986 -0.4 0.4 -0.3 0.167
H 2.60345 -1.16943 0.56774 2.6 0.6 -2.2 0.184
H -1.10943 1.84455 -0.61652 -0.4 -0.3 0.5 -0.211
H -3.55319 -0.78417 -0.40733 0.0 -0.3 0.4 0.230
H -2.91533 -0.04173 -1.83920 0.3 -0.3 0.2 0.229
H -2.07584 -1.54515 -1.21544 -1.0 1.1 0.4 0.234
H -2.43879 1.14474 2.13962 1.5 -1.4 -0.2 0.413
H -1.31096 -0.31556 2.26872 -1.1 2.4 -0.7 0.421
```
Forces are in eV/Å.

The spin multiplicity is 1. The structure (SMILES) is COC(OC)[Si@@H](C)N. The total charge is 0. Its strongest force on any atom is 4.21 eV/Å. For the gap between HOMO and LUMO, the calculation gives 9.621 eV.



Density functional theory data (ωB97M-V with the def2-TZVPD basis set) for the molecule C5H10N2O in a non-equilibrium geometry.

```
18
Properties=species:S:1:pos:R:3:forces:R:3:nbo_charge:R:1
C -0.60620 -2.35772 0.05190 0.2 0.5 0.0 -0.550
C 0.26770 -1.39842 0.38818 1.9 -2.4 0.2 0.361
O 1.63515 -1.40185 -0.12902 -2.0 0.0 0.8 -0.727
C 0.02203 -0.29157 1.37704 0.0 0.1 -1.8 -0.484
C -0.26382 0.73255 0.28725 2.4 2.6 0.6 0.078
N -1.57888 1.13416 0.01847 -0.8 -0.1 -0.1 -0.836
C 0.78508 1.33044 -0.35977 -0.7 -1.7 1.8 -0.059
N 0.65086 2.16084 -1.43481 -0.6 1.0 -1.3 -0.826
H -0.40359 -3.08535 -0.72487 0.1 0.1 0.0 0.200
H -1.58908 -2.40790 0.51045 0.2 0.1 0.0 0.208
H 1.82005 -2.24735 -0.57089 -0.5 0.3 0.2 0.481
H 0.90739 -0.04974 1.97302 -0.2 -0.1 -0.1 0.242
H -0.85713 -0.47580 2.00218 0.2 -0.1 -0.1 0.221
H -1.62618 2.13972 -0.13509 -0.1 -0.2 0.1 0.373
H -2.21559 0.88214 0.77109 0.1 0.1 -0.3 0.370
H 1.81327 1.17985 -0.04141 -0.3 -0.3 0.0 0.200
H -0.22015 1.99085 -1.93431 0.4 0.2 -0.1 0.372
H 1.45909 2.16514 -2.04939 -0.4 0.0 0.1 0.379
```
Forces are in eV/Å.

The spin multiplicity is 1. The structure (SMILES) is C=C(O)C/C(N)=C/N. The total charge is 0. Its strongest force on any atom is 3.55 eV/Å. For the gap between HOMO and LUMO, the calculation gives 7.690 eV.



Density functional theory data (ωB97M-V with the def2-TZVPD basis set) for a structure of composition C29H57N11O11S in a non-equilibrium geometry.

```
109
Properties=species:S:1:pos:R:3:forces:R:3:lowdin_charge:R:1
C -1.20389 0.74033 -0.05912 0.0 0.0 0.7 0.011
C -1.30055 1.92489 -1.07479 -0.3 -0.9 -1.7 -0.470
O -1.39218 1.63828 -2.25389 0.3 0.6 1.3 0.080
O -1.26789 3.28497 -0.73957 -0.5 -1.1 0.6 -0.063
C -2.48803 3.66516 -0.04444 -0.9 -0.2 0.7 -0.173
C -3.64710 4.09567 -1.02231 0.2 0.7 0.5 -0.147
C -4.95825 4.31624 -0.16317 -0.6 -1.6 0.5 -0.150
C -5.73559 2.93627 -0.06622 -2.1 -0.6 -1.0 -0.169
C -5.23742 1.81708 0.85062 -2.3 -2.0 -0.5 -0.010
C -5.94463 0.53679 0.99537 0.3 3.2 -1.4 0.015
C -7.21544 0.39787 0.18627 1.3 -0.3 1.0 -0.347
N -7.96614 -0.76856 0.29368 -0.5 4.0 -2.5 -0.237
S -9.22762 -0.41708 -0.77845 1.0 0.6 0.2 0.907
N -8.88727 1.10339 -1.39281 2.5 -0.9 2.4 -0.265
C -7.70327 1.49453 -0.75450 -0.2 -1.0 0.3 -0.309
C -6.95178 2.79419 -0.89386 1.9 -1.8 2.3 0.026
H -1.45852 -0.22568 -0.57963 0.2 1.3 0.2 0.097
H -1.92480 0.83049 0.80883 1.0 0.1 -0.9 0.068
H -0.14223 0.60512 0.32196 -1.2 0.5 -0.3 0.096
H -2.77258 2.78265 0.60486 0.1 1.1 -0.8 0.086
H -2.31391 4.52294 0.67268 0.3 -0.9 -1.0 0.140
H -3.34949 5.08563 -1.47797 -0.3 -1.2 0.4 0.084
H -3.85153 3.34233 -1.83150 0.3 0.6 0.8 0.126
H -5.66533 5.08117 -0.58459 0.9 -0.7 0.3 0.113
H -4.74538 4.60409 0.91472 0.1 -0.1 -1.3 0.124
H -4.31618 1.91725 1.48450 -1.1 0.2 -0.8 0.088
H -5.53811 -0.26688 1.69440 -0.8 1.2 -1.1 0.092
H -7.31379 3.59917 -1.58554 0.4 -0.9 0.9 0.112
O 2.72057 -0.57636 -0.85660 -0.1 0.0 0.1 -0.018
C 2.59851 -0.35964 -2.06052 0.5 -0.1 -0.2 -0.586
N 3.55553 -0.73744 -2.93875 0.1 0.0 0.2 0.177
C 1.39597 0.33048 -2.65081 0.2 -0.1 -0.1 0.003
H 3.49706 -0.58081 -3.93963 -0.2 -0.1 0.2 0.042
H 4.36874 -1.20109 -2.56613 -0.1 0.0 0.0 0.099
H 1.30817 1.32638 -2.21623 -0.1 -0.1 0.1 0.084
H 0.50278 -0.24897 -2.41745 0.0 0.1 0.1 0.082
H 1.47591 0.42754 -3.73357 0.0 0.0 0.1 0.065
O 2.92720 -0.47695 -5.60523 -0.2 0.2 -0.3 0.008
C 2.80646 -0.26040 -6.80222 0.3 -0.1 -0.2 -0.558
N 3.76535 -0.64042 -7.68040 0.1 0.0 0.2 0.170
C 1.60741 0.43183 -7.38970 0.0 0.0 -0.2 0.003
H 3.70721 -0.48310 -8.67077 -0.1 0.0 0.1 0.103
H 4.57866 -1.10697 -7.30944 0.0 0.0 -0.1 0.117
H 1.52229 1.42740 -6.95308 -0.1 -0.1 0.1 0.091
H 0.71309 -0.14655 -7.15593 0.0 0.1 0.1 0.093
H 1.68570 0.53113 -8.47300 0.0 0.0 0.1 0.074
O 3.75133 -5.37270 0.52431 -0.2 -0.1 -0.1 0.009
C 3.52982 -4.25103 0.09034 0.3 0.3 0.2 -0.633
N 4.26582 -3.18496 0.49456 0.3 0.0 0.0 0.180
C 2.44267 -3.95752 -0.91018 0.0 0.3 -0.2 0.005
H 4.11437 -2.24459 0.16160 -0.3 0.0 -0.1 0.075
H 5.00312 -3.35227 1.16630 0.1 0.0 0.0 0.079
H 1.48017 -4.24585 -0.48514 0.1 -0.1 -0.1 0.082
H 2.62857 -4.53420 -1.81764 -0.1 -0.1 0.1 0.082
H 2.40621 -2.89857 -1.17034 0.0 -0.1 0.1 0.047
O 6.40379 -4.73958 -5.06455 -0.1 -0.1 0.0 0.022
C 5.92328 -5.07737 -3.99700 0.1 0.2 -0.1 -0.603
N 5.94040 -4.24228 -2.92358 -0.1 0.2 0.1 0.161
C 5.28085 -6.42116 -3.77536 -0.1 0.0 0.3 -0.006
H 5.55588 -4.47999 -2.02479 0.1 -0.1 -0.1 0.082
H 6.36484 -3.33712 -3.04585 0.0 -0.1 0.0 0.103
H 6.01649 -7.20258 -3.96735 -0.1 0.0 -0.1 0.087
H 4.44263 -6.53205 -4.46388 0.1 0.0 0.0 0.087
H 4.91142 -6.53252 -2.75438 0.0 0.0 -0.1 0.071
O 6.35632 -3.24434 3.05783 -0.1 0.2 -0.1 0.019
C 5.93080 -2.62459 4.01859 0.1 -0.2 0.0 -0.604
N 5.56072 -3.26612 5.15743 0.0 -0.1 0.0 0.159
C 5.78122 -1.12619 4.02601 -0.1 0.1 0.2 -0.004
H 5.20550 -2.79638 5.97143 0.0 0.0 -0.1 0.099
H 5.65158 -4.26987 5.17647 0.0 0.1 0.0 0.113
H 5.09885 -0.83257 3.22713 0.1 0.0 0.0 0.084
H 6.75748 -0.67106 3.85737 -0.1 0.0 -0.1 0.089
H 5.38504 -0.76136 4.97476 0.0 0.0 -0.1 0.073
O 0.65840 -1.97351 4.06811 -0.2 0.1 0.0 0.011
C 0.77148 -2.94747 3.34183 0.3 0.1 0.1 -0.601
N 1.99091 -3.44588 3.02720 0.1 -0.1 0.0 0.176
C -0.40956 -3.66110 2.73855 0.0 -0.2 -0.2 -0.001
H 2.12708 -4.24334 2.42821 0.0 0.0 0.1 0.084
H 2.79839 -2.98409 3.41370 0.0 -0.1 -0.1 0.096
H -0.97143 -2.95984 2.12047 -0.1 0.0 0.1 0.084
H -1.04798 -4.03257 3.54054 0.0 0.1 -0.1 0.085
H -0.10182 -4.50443 2.11819 -0.1 0.0 0.0 0.071
O -4.22625 -0.87897 3.39006 0.0 -0.3 -0.3 -0.001
C -4.67557 -1.16449 4.48720 0.1 0.4 0.3 -0.591
N -4.66692 -0.25990 5.49766 0.0 0.1 0.0 0.171
C -5.26414 -2.51285 4.80754 -0.1 -0.1 0.2 -0.005
H -5.02483 -0.44807 6.41685 0.0 -0.1 -0.1 0.097
H -4.27488 0.65163 5.30367 0.1 0.0 -0.1 0.085
H -4.50390 -3.27877 4.65128 -0.1 0.0 -0.1 0.083
H -6.11016 -2.69794 4.14472 0.1 0.0 0.0 0.088
H -5.61073 -2.57047 5.84043 0.0 0.0 -0.1 0.071
O -2.42068 7.05462 -1.46940 0.2 0.3 0.0 0.019
C -1.24659 7.10576 -1.79887 -0.1 -0.3 -0.1 -0.588
N -0.63855 6.04941 -2.39780 -0.1 0.0 -0.1 0.171
C -0.38689 8.32127 -1.57334 0.2 0.0 -0.1 -0.008
H 0.32408 6.05026 -2.68357 -0.1 0.1 0.1 0.099
H -1.19192 5.22118 -2.55890 0.1 0.0 0.1 0.097
H -0.34931 8.53694 -0.50518 -0.1 0.1 -0.1 0.087
H -0.82445 9.16890 -2.10138 0.0 0.0 0.1 0.087
H 0.63150 8.17220 -1.93551 0.0 0.0 0.0 0.070
O -2.61808 2.13859 4.38630 0.0 0.2 0.1 0.013
C -1.43445 2.18245 4.08556 0.0 -0.5 -0.2 -0.593
N -0.82195 1.12865 3.48975 -0.2 0.1 -0.1 0.177
C -0.56933 3.38759 4.34524 0.2 0.0 -0.1 -0.007
H 0.14748 1.12116 3.22626 -0.1 0.0 0.1 0.099
H -1.37993 0.30831 3.30591 0.1 -0.1 0.1 0.100
H -0.55549 3.59104 5.41636 -0.1 0.1 -0.1 0.086
H -0.98637 4.24528 3.81636 0.0 0.0 0.1 0.083
H 0.45602 3.23297 4.00584 0.0 0.0 0.0 0.072
```
Forces are in eV/Å.

The spin multiplicity is 1. The total charge is 0. Its strongest force on any atom is 4.71 eV/Å. For the gap between HOMO and LUMO, the calculation gives 7.890 eV.



Density functional theory data (ωB97M-V with the def2-TZVPD basis set) for a structure of composition C3H6N2O2.

```
13
Properties=species:S:1:pos:R:3:forces:R:3:nbo_charge:R:1
N 0.72325 0.18220 0.01599 -0.3 -0.1 -0.1 -0.168
N 1.89631 0.20389 -0.71678 -0.1 0.0 0.0 -0.605
C -0.00062 -1.06114 0.54312 -0.1 0.3 -0.3 0.371
C -0.20857 1.10084 0.12303 0.2 -0.3 0.0 0.069
C -1.41711 0.34356 0.30139 0.2 -0.3 0.1 -0.033
O -1.99752 -0.26518 -0.80829 0.2 0.0 0.1 -0.713
O -0.16599 -2.06419 -0.14621 0.0 0.3 0.1 -0.674
H -1.61308 -1.16834 -0.89960 0.0 0.0 0.0 0.491
H 2.10616 1.13696 -1.05202 0.0 -0.1 0.1 0.371
H 2.65733 -0.19271 -0.17782 -0.1 0.1 0.0 0.375
H 0.16328 -1.06934 1.62796 0.0 0.1 -0.1 0.153
H 0.01666 2.16581 0.17243 0.0 0.0 0.0 0.187
H -2.16009 0.68765 1.01680 0.0 0.0 -0.1 0.176
```
Forces are in eV/Å.

The spin multiplicity is 1. The total charge is 0. Its strongest force on any atom is 0.42 eV/Å. For the gap between HOMO and LUMO, the calculation gives 8.526 eV.



Density functional theory data (ωB97M-V with the def2-TZVPD basis set) for the molecule C5H12N4O2 in a non-equilibrium geometry.

```
23
Properties=species:S:1:pos:R:3:forces:R:3:nbo_charge:R:1
C 0.87555 -1.13677 1.15739 2.6 -1.5 -2.1 -0.694
C 0.97987 -0.04169 0.16674 3.4 -0.4 -0.9 0.541
N 2.01038 0.01111 -0.69861 -1.7 0.7 0.7 -0.441
N 3.23735 -0.41778 -0.35471 1.5 0.1 0.5 0.605
O 3.61806 -0.49250 0.82754 -0.9 -0.1 -0.4 -0.466
O 4.01229 -0.55623 -1.28318 -0.2 -0.4 -0.2 -0.392
N 0.08672 0.92147 0.06169 1.1 -0.3 -0.9 -0.366
C 0.31333 1.98879 -0.91399 -1.5 0.0 0.5 -0.413
C -1.25310 0.57514 0.39488 -2.2 2.7 -0.8 -0.234
C -1.96495 -0.43157 -0.61557 3.5 -0.1 1.7 -0.216
N -2.95636 -1.19214 0.02236 -0.3 -0.7 -0.9 -0.815
H 1.75860 -1.84179 1.02766 -1.1 1.1 0.2 0.265
H 0.04383 -1.73205 1.00780 -2.0 -1.1 -0.4 0.218
H 0.88869 -0.81635 2.12436 0.0 1.1 2.7 0.242
H 1.27358 2.13100 -1.30890 1.5 -0.7 -0.2 0.256
H -0.35594 1.80060 -1.72539 -0.5 0.2 -0.8 0.198
H 0.08710 2.93023 -0.46372 -0.7 0.6 0.5 0.205
H -1.76661 1.61893 0.53758 0.3 -2.1 -0.3 0.206
H -1.23881 0.10417 1.34106 -0.2 -0.4 1.1 0.201
H -2.21965 0.03901 -1.51353 -0.7 0.6 -1.3 0.203
H -1.12599 -1.16401 -0.81531 -0.7 0.8 -0.4 0.179
H -2.50910 -1.59080 0.81331 -0.5 -0.5 1.0 0.353
H -3.79484 -0.70679 0.21054 -0.8 0.4 0.6 0.365
```
Forces are in eV/Å.

The spin multiplicity is 1. The structure (SMILES) is C/C(=N\[N+](=O)[O-])N(C)CCN. The total charge is 0. Its strongest force on any atom is 3.86 eV/Å. For the gap between HOMO and LUMO, the calculation gives 9.640 eV.



Density functional theory data (ωB97M-V with the def2-TZVPD basis set) for a structure of composition C2F5NO4S2Yb in a non-equilibrium geometry.

```
15
Properties=species:S:1:pos:R:3:forces:R:3:nbo_charge:R:1
Yb -0.14723 2.06372 -2.28027 0.0 -0.2 -0.3 1.731
F -0.22421 1.62972 -4.27893 0.1 0.2 -0.1 -0.875
N -0.66283 0.05478 1.57004 0.5 -0.5 -0.5 -1.118
S -1.35302 1.03218 0.43566 -0.5 0.6 -0.2 2.126
O -2.70309 1.38844 0.82989 1.6 -0.4 -0.5 -0.864
O -0.44820 2.17517 0.07561 -0.7 -0.8 0.9 -1.050
C -1.11871 0.01425 -1.11748 -0.1 0.8 0.2 -0.082
F -2.25027 -0.69060 -1.33141 0.1 -0.5 0.2 -0.340
S 0.10139 -1.12994 0.91341 -1.3 -0.3 0.1 2.083
O -0.04713 -0.86889 -0.70186 0.0 -0.4 0.8 -0.712
O -0.15513 -2.47527 1.36433 0.5 1.5 -0.5 -0.823
C 1.95032 -0.84333 1.09162 -1.1 -0.4 0.1 0.791
F 2.25151 0.33482 0.60680 0.2 0.6 -0.3 -0.295
F 2.22040 -0.89438 2.37539 0.2 0.0 0.3 -0.286
F 2.58619 -1.79068 0.44721 0.3 -0.3 -0.2 -0.285
```
Forces are in eV/Å.

The spin multiplicity is 1. The total charge is 0. Its strongest force on any atom is 1.73 eV/Å. For the gap between HOMO and LUMO, the calculation gives 7.132 eV.